Here is the molecule C23H28N4O4S from OMol25. Energies are from ωB97M-V with the def2-TZVPD basis set.

```
60
Properties=species:S:1:pos:R:3:forces:R:3
O -1.510791 3.931921 -0.921641 -0.2 0.2 0.3
C -0.874036 3.303113 -1.740636 0.0 0.0 -0.6
N 0.340754 2.771547 -1.461177 0.3 0.0 0.0
C 0.867372 2.828051 -0.117626 0.0 0.2 0.0
C 0.105685 1.894045 0.813664 0.0 -0.6 -0.5
S 0.065614 0.253726 0.011804 -0.2 -0.1 0.5
O -1.134427 0.160223 -0.771332 -0.3 0.0 0.3
O 1.315212 0.044152 -0.656782 0.4 0.0 0.2
N -0.057649 -0.882624 1.207249 0.1 0.5 -0.8
C -1.296945 -0.915063 1.950621 -0.6 -0.1 0.2
C -1.397078 -2.282756 2.641603 -0.1 0.3 -0.1
N -0.249335 -2.544160 3.480330 -0.1 -0.3 -0.1
C -0.224729 -2.105112 4.803808 0.0 0.0 0.4
C -1.236533 -1.319728 5.362699 0.0 0.0 -0.2
C -1.206037 -0.964577 6.699136 0.0 0.0 0.2
C -0.169184 -1.371976 7.517761 -0.1 0.1 0.1
C 0.835325 -2.160002 6.980663 0.0 0.0 0.0
C 0.807257 -2.526137 5.650793 0.1 0.0 -0.1
C 0.964620 -2.498382 2.693007 0.2 0.3 -0.1
C 1.112082 -1.126323 2.017359 0.6 -0.2 0.2
C -1.340680 3.116826 -3.179380 -0.1 0.1 0.1
C -0.343784 3.732977 -4.162211 0.0 0.0 0.0
C 0.526098 2.568591 -4.616461 0.1 0.6 0.0
O 1.591096 2.669081 -5.180637 0.2 0.0 -0.1
N -0.101355 1.414556 -4.261363 -0.1 -0.1 0.3
C 0.352562 0.118993 -4.583510 0.2 -0.4 -0.2
C 0.106939 -0.950030 -3.725829 0.0 0.2 0.0
C 0.558381 -2.214680 -4.056072 0.0 -0.1 0.0
C 1.252909 -2.431557 -5.233756 0.0 -0.1 0.0
C 1.497889 -1.368400 -6.085491 0.0 0.0 0.0
C 1.049242 -0.099728 -5.768989 0.0 0.1 -0.1
C -1.371392 1.637338 -3.589458 -0.5 -0.2 0.0
H 0.757054 2.097027 -2.084219 0.0 0.0 -0.1
H 0.770010 3.858270 0.240825 0.1 -0.2 0.1
H 1.918788 2.541439 -0.153875 -0.1 0.1 0.0
H -0.926642 2.213607 0.921175 -0.1 0.0 0.1
H 0.593375 1.796433 1.778442 0.1 -0.1 0.2
H -2.106216 -0.771618 1.235039 -0.1 0.0 0.2
H -1.323565 -0.110373 2.700855 0.0 0.0 0.0
H -2.313430 -2.359823 3.225231 0.0 0.0 -0.1
H -1.415471 -3.055919 1.866924 -0.1 0.1 0.0
H -2.061321 -0.970065 4.761726 0.0 0.0 -0.1
H -2.002639 -0.353770 7.098881 -0.1 0.0 0.0
H -0.146276 -1.086915 8.558124 0.0 0.0 0.1
H 1.646176 -2.502830 7.606704 0.1 0.0 0.0
H 1.586789 -3.168926 5.271641 0.0 -0.1 0.0
H 1.836410 -2.688018 3.315063 0.0 0.0 -0.1
H 0.903077 -3.270213 1.920591 0.1 0.0 0.0
H 1.974552 -1.101567 1.351848 0.1 -0.1 0.2
H 1.225362 -0.355706 2.797782 0.0 -0.1 0.0
H -2.329967 3.572277 -3.249033 0.1 -0.1 0.1
H 0.266583 4.523511 -3.728384 0.0 0.0 -0.1
H -0.847390 4.141388 -5.041114 0.0 0.0 0.0
H -0.411201 -0.802432 -2.792734 -0.1 0.0 0.1
H 0.367821 -3.035394 -3.380476 0.0 -0.1 0.1
H 1.603192 -3.421741 -5.484736 0.0 -0.1 0.0
H 2.038393 -1.525224 -7.007216 0.0 0.0 -0.1
H 1.247909 0.724937 -6.433257 0.0 0.0 0.0
H -1.493434 0.985534 -2.723726 0.0 0.1 -0.2
H -2.193021 1.442208 -4.290227 0.0 0.0 0.1
```
Positions in Å, forces in eV/Å.

Calculated values
- electronic energy (a.u.) = -1811.45312
- total charge = 0
- strongest force on any atom (eV Å⁻¹) = 0.891
- structure (SMILES) = O=C(NCCS(=O)(=O)N1CCN(c2ccccc2)CC1)[C@H]1CC(=O)N(c2ccccc2)C1
- highest occupied orbital energy (eV) = -8.1
- energy above the lowest of the compared OMol25 structures with the same formula, charge and spin (kJ/mol) = 201.8
- molar mass (g mol⁻¹) = 456.6
- E_LUMO (eV) = 0.473
- Kohn-Sham gap (eV) = 8.597